One molecule with the formula C3H8N2OS at a distorted geometry. Source: the OMol25 dataset; level of theory: the ωB97M-V functional and the def2-TZVPD basis.

```
15
Properties=species:S:1:pos:R:3:forces:R:3:mulliken_charge:R:1
C -2.171630 -0.902136 -0.237435 0.08 -1.17 -0.08 -0.49
C 0.548253 1.037086 -0.155577 0.20 1.34 0.92 0.48
C 1.162361 -0.304675 -0.134802 -1.53 -3.42 0.71 -0.35
H -2.619416 -1.717399 0.417925 0.07 1.75 -0.10 0.25
H -2.970609 -0.419648 -0.905675 1.39 -0.78 0.89 0.25
H -1.458491 -1.626858 -0.778845 -0.62 1.80 0.07 0.19
H -1.149631 1.854436 0.418382 0.55 0.55 -1.33 0.34
H 2.109093 1.975056 -0.220707 1.20 0.15 0.32 0.25
H 0.813702 -1.008462 -0.967014 0.20 1.22 0.99 0.20
H 0.862753 -0.859715 0.826885 -0.34 1.01 -1.48 0.21
H 3.165876 -0.890854 1.419023 -0.92 1.02 -3.03 0.16
N -0.853428 1.085771 -0.200241 -0.98 0.79 1.09 -0.29
N 1.148473 2.154334 -0.018378 -1.00 -0.68 -0.76 -0.70
O -1.484305 0.103313 0.584903 -0.94 -3.02 -0.59 -0.25
S 2.896999 -0.480247 -0.048443 2.63 -0.55 2.38 -0.26
```
Forces are in eV/Å.

## Properties
frontier orbital gap: 9.958 eV
E_HOMO: -0.352 Ha
calculated total energy: -701.9187 Ha
LUMO level: 0.3929 eV
relative energy (zero: lowest compared OMol25 entry of this formula, charge and spin): 417.0 kJ/mol
net charge: 0
SMILES: [H]/N=C(\CS)NOC

One molecule with the formula C3H8N2OS at a distorted geometry. Source: the OMol25 dataset; level of theory: the ωB97M-V functional and the def2-TZVPD basis.

```
15
Properties=species:S:1:pos:R:3:forces:R:3:mulliken_charge:R:1
C -0.908404 -0.519469 0.327597 -1.28 -2.12 -1.72 -0.47
C -1.156207 0.670564 1.048990 -1.07 3.62 3.38 -0.19
C -0.379850 -0.413094 -1.112978 2.34 0.62 3.89 -0.76
N 2.220672 -0.793898 0.404864 -1.15 0.96 0.04 -0.62
N -1.394948 1.832334 0.599743 0.80 -0.03 -1.61 -0.55
O 2.151597 0.024832 -1.995653 0.87 -0.13 -3.03 -0.62
S 1.527921 -0.041199 -0.735097 -0.47 -0.43 1.33 0.66
H -0.205313 -1.144814 0.871900 0.16 0.06 0.17 0.36
H -1.868836 -1.105681 0.440285 0.69 0.37 -0.57 0.36
H -1.240784 0.557827 2.152115 0.32 -0.40 -0.34 0.38
H 1.629370 1.215104 -0.255817 -0.84 -0.06 0.36 0.15
H -0.406213 -1.379787 -1.463037 0.46 -2.21 -1.25 0.38
H -0.719062 0.253085 -1.839875 -0.64 1.44 -0.65 0.44
H 2.246661 -1.790749 0.326641 -0.02 -0.66 -0.26 0.25
H -1.496603 2.634947 1.230321 -0.19 -1.03 0.26 0.25
```
Forces are in eV/Å.

## Properties
frontier orbital gap: 10.655 eV
E_HOMO: -0.365 Ha
calculated total energy: -701.9152 Ha
LUMO level: 0.7201 eV
relative energy (zero: lowest compared OMol25 entry of this formula, charge and spin): 426.2 kJ/mol
net charge: 0
SMILES: [H]/N=C/CC[S@@H](=N)=O

C3H8N2OS as an isolated structure at a distorted geometry. Source: the OMol25 dataset; level of theory: the ωB97M-V functional and the def2-TZVPD basis.

```
15
Properties=species:S:1:pos:R:3:forces:R:3:mulliken_charge:R:1
N 0.015031 2.413200 -0.536255 1.21 -1.79 -1.91 -0.52
C -0.692870 1.378094 -0.012355 4.09 4.28 2.52 -0.18
C 0.227043 0.301118 1.046885 -3.12 1.19 -1.77 -0.87
S 2.459576 -1.571061 -0.397168 -0.15 0.22 -0.01 -0.68
C -0.977490 -0.322494 0.423592 -0.61 -6.64 5.62 1.16
N -0.699180 -1.261573 -0.483280 -0.31 0.21 -1.76 -0.25
O -2.019714 -0.377306 1.085156 -1.36 1.33 -0.89 -0.65
H 1.020743 2.147787 -0.493872 -0.17 0.66 0.40 0.40
H 2.715104 -2.686973 -1.093488 -0.06 -0.03 0.05 0.05
H -1.693105 1.794860 -0.025748 -0.90 -1.50 0.45 0.55
H -0.212305 1.415480 -1.215741 0.14 0.82 -1.28 0.39
H 0.053581 0.709677 2.031404 -0.42 -0.10 0.03 0.30
H 1.036307 -0.421626 0.878505 1.11 1.15 -1.01 0.02
H -1.484206 -1.858878 -0.690615 -0.06 -0.01 -0.10 0.25
H 0.251486 -1.660301 -0.517013 0.59 0.21 -0.36 0.02
```
Forces are in eV/Å.

## Properties
frontier orbital gap: 4.076 eV
E_HOMO: -0.273 Ha
calculated total energy: -701.7138 Ha
LUMO level: -3.3496 eV
relative energy (zero: lowest compared OMol25 entry of this formula, charge and spin): 954.8 kJ/mol
net charge: 0

C3H8N2OS as an isolated structure at a distorted geometry. Source: the OMol25 dataset; level of theory: the ωB97M-V functional and the def2-TZVPD basis.

```
15
Properties=species:S:1:pos:R:3:forces:R:3:mulliken_charge:R:1
C 0.585588 -0.152092 0.715110 0.26 -3.81 1.50 -0.27
C 1.145834 0.418436 -0.524490 0.14 1.59 -2.24 -0.57
S 4.093747 -0.306047 -0.639952 -1.12 0.33 0.04 -0.15
N -0.561112 -1.136155 0.556888 -1.11 4.84 0.27 -0.27
C -1.779347 -0.419092 0.183867 -1.67 -4.80 -4.04 0.42
N -1.554369 0.906934 -0.468288 0.65 -1.51 2.93 -0.54
O -2.935876 -0.870066 0.216497 2.30 -0.02 0.50 -0.58
H 0.113288 0.460366 1.454754 0.73 1.31 0.21 0.39
H 1.393140 -0.742131 1.238946 -0.86 0.67 -0.31 0.29
H 0.962946 1.515160 -0.617108 -0.28 -0.85 -0.16 0.26
H 2.274118 0.537128 -0.676079 0.70 -0.84 0.56 -0.17
H 0.789218 -0.125467 -1.438375 0.34 0.66 0.85 0.39
H -0.386454 -2.034171 0.225792 -0.18 -1.58 -0.72 0.27
H -1.717828 0.703199 0.716576 -0.10 4.77 -0.94 0.26
H -2.422895 1.244004 -0.944132 0.19 -0.78 1.54 0.27
```
Forces are in eV/Å.

## Properties
frontier orbital gap: 6.568 eV
E_HOMO: -0.354 Ha
calculated total energy: -701.7888 Ha
LUMO level: -3.0655 eV
relative energy (zero: lowest compared OMol25 entry of this formula, charge and spin): 758.1 kJ/mol
net charge: 0

A 3-piece molecular cluster, C3H8N2OS overall at a distorted geometry. Source: the OMol25 dataset; level of theory: the ωB97M-V functional and the def2-TZVPD basis.

```
15
Properties=species:S:1:pos:R:3:forces:R:3:mulliken_charge:R:1
C 4.680460 2.412977 0.872262 -2.73 0.94 3.27 -0.31
C -3.073170 1.285387 -0.954261 -0.09 2.70 0.78 -0.03
C 5.389629 1.918853 -0.072800 1.84 -1.85 -1.68 -0.52
N -2.277892 -2.667483 1.569913 0.62 0.81 -0.13 -0.49
N -4.247444 -2.204815 0.210589 1.86 0.03 2.77 -0.53
O -2.643066 0.481969 -1.721489 -0.01 -0.57 0.52 -0.36
S -2.805234 -2.714586 0.133161 -1.02 0.23 2.11 0.47
H 3.954480 3.232306 0.672888 0.70 -0.56 0.09 0.20
H 4.582616 2.001540 1.931152 0.60 0.54 -1.55 0.20
H -3.637315 2.219288 -1.346637 0.32 -1.23 0.42 0.21
H -2.856217 1.405440 0.198089 -0.23 -0.97 -1.69 0.18
H 5.348498 2.215591 -1.077671 -0.44 1.19 -1.20 0.21
H 6.078504 1.085292 -0.080571 0.03 -0.26 1.07 0.22
H -2.895979 -2.054898 2.171279 0.53 -1.13 -0.77 0.30
H -4.698644 -2.181350 -0.611096 -1.98 0.13 -4.01 0.25
```
Forces are in eV/Å.

## Properties
frontier orbital gap: 9.514 eV
E_HOMO: -0.360 Ha
calculated total energy: -701.8868 Ha
LUMO level: -0.2735 eV
relative energy (zero: lowest compared OMol25 entry of this formula, charge and spin): 500.7 kJ/mol
net charge: 0

One molecule with the formula C3H8N2OS at a distorted geometry. Source: the OMol25 dataset; level of theory: the ωB97M-V functional and the def2-TZVPD basis.

```
15
Properties=species:S:1:pos:R:3:forces:R:3:mulliken_charge:R:1
N -0.048043 -1.011010 -1.673053 -2.56 1.09 -1.51 -0.80
C 0.138035 -0.349093 -0.328051 1.31 -6.20 -0.74 0.28
C 1.141389 0.759912 -0.366246 2.70 -2.48 -1.16 -0.69
S 2.005006 0.836330 1.258862 0.08 2.17 -0.71 -0.24
C -1.179365 -0.101738 0.178532 -0.80 -0.37 -0.05 0.42
N -1.258805 -0.043340 1.511791 -5.25 2.64 1.99 -0.35
O -2.111444 -0.022616 -0.599883 -1.02 0.90 0.95 -0.64
H 0.106616 -1.990093 -1.859599 1.00 -0.18 1.13 0.22
H 2.163360 2.240328 1.116076 0.06 -1.75 0.58 0.15
H -1.099621 -0.978417 -1.968361 2.56 0.73 0.92 0.29
H 0.484377 -1.349127 0.376338 -0.12 3.05 -1.42 0.24
H 0.812117 1.770088 -0.575466 -0.32 -0.25 -0.55 0.39
H 1.848751 0.227143 -1.195374 -1.18 2.30 1.79 0.23
H -0.783275 -0.389153 2.317926 1.14 -0.22 -0.55 0.21
H -2.219097 0.400786 1.806508 2.41 -1.43 -0.67 0.28
```
Forces are in eV/Å.

## Properties
frontier orbital gap: 9.790 eV
E_HOMO: -0.335 Ha
calculated total energy: -701.9853 Ha
LUMO level: 0.6765 eV
relative energy (zero: lowest compared OMol25 entry of this formula, charge and spin): 242.0 kJ/mol
net charge: 0
SMILES: NC(=O)[C@@H](N)CS